Record 1
An isolated molecule of C19H18N6O3S. Source: the OMol25 dataset; level of theory: ωB97M-V/def2-TZVPD.

E_HOMO	-8.749	eV
orbital gap	9.0485	eV
charge	0
SMILES	Cc1nnc(SCC(=O)Nc2cc(C(N)=O)cc(C(N)=O)c2)n1-c1ccccc1
LUMO energy	0.3	eV
2S+1	1

Last column: Mulliken charge in e.
Geometry (Å):
C 2.08 2.82 0.42  -1.661
C 1.56 1.53 0.92  1.255
N 0.41 1.35 1.51  -0.540
N 0.27 0.04 1.79  -0.532
C 1.34 -0.56 1.38  0.271
N 2.21 0.34 0.82  0.445
C 3.47 0.05 0.23  -0.655
C 4.44 -0.59 0.99  -0.014
C 5.66 -0.88 0.41  -0.787
C 5.91 -0.54 -0.91  -0.371
C 4.93 0.10 -1.66  -0.904
C 3.70 0.40 -1.09  0.382
H 2.92 0.86 -1.67  0.450
H 5.12 0.36 -2.69  0.382
H 6.86 -0.77 -1.36  0.420
H 6.42 -1.39 0.99  0.408
H 4.23 -0.86 2.01  0.490
S 1.61 -2.29 1.36  -0.237
C 1.38 -2.53 -0.45  -0.831
C 0.31 -1.54 -0.89  0.253
O 0.60 -0.51 -1.46  -0.547
N -0.94 -1.90 -0.51  0.033
C -2.07 -1.08 -0.39  0.325
C -3.30 -1.68 -0.18  -0.575
C -4.44 -0.91 0.01  0.732
C -4.33 0.47 0.06  -1.096
C -3.09 1.07 -0.13  -0.288
C -1.97 0.31 -0.41  -0.686
H -1.03 0.78 -0.62  1.291
C -3.00 2.56 0.00  -0.036
O -3.90 3.31 -0.36  -0.660
N -1.86 3.00 0.56  -0.299
H -1.17 2.38 0.97  0.387
H -1.78 3.99 0.73  0.195
H -5.18 1.11 0.27  0.436
C -5.73 -1.64 0.20  0.355
O -5.78 -2.80 0.57  -0.644
N -6.85 -0.93 -0.08  -0.355
H -6.81 0.00 -0.46  0.185
H -7.74 -1.39 0.01  0.226
H -3.40 -2.76 -0.15  0.490
H -1.06 -2.82 -0.10  0.285
H 2.32 -2.33 -0.96  0.381
H 1.09 -3.57 -0.59  0.529
H 1.76 2.98 -0.61  0.296
H 3.17 2.84 0.46  0.385
H 1.67 3.62 1.03  0.433

Record 2
C19H18N7PtS2Se as an isolated structure. Source: the OMol25 dataset; level of theory: ωB97M-V/def2-TZVPD.

E_HOMO (alpha / beta)	-9.958 / -9.848	eV
orbital gap (alpha / beta)	7.5176 / 6.0881	eV
charge	+1
LUMO energy (alpha / beta)	-2.4 / -3.8	eV
2S+1	3

Last column: Mulliken charge in e.
Geometry (Å):
Pt 0.99 0.16 -0.41  0.666
C -0.74 2.47 -2.50  0.187
C -0.28 1.18 -3.09  0.381
N 0.35 0.24 -2.44  -0.006
C 0.64 -0.85 -3.25  0.228
C 0.23 -0.70 -4.53  -0.492
S -0.54 0.80 -4.73  -0.167
C 1.31 -2.01 -2.68  0.190
C 1.46 -3.21 -3.29  -0.536
S 2.24 -4.29 -2.24  -0.152
C 2.33 -3.09 -1.02  0.513
N 1.82 -1.94 -1.39  -0.228
C 2.91 -3.42 0.31  -1.129
H -0.69 2.39 -1.42  -0.919
H -1.77 2.69 -2.80  0.433
H -0.11 3.29 -2.83  0.361
H 0.34 -1.40 -5.35  0.409
H 1.14 -3.51 -4.27  0.391
H 3.21 -4.46 0.36  0.511
H 2.17 -3.23 1.09  0.250
H 3.80 -2.80 0.49  0.291
N 1.92 1.16 3.55  -0.044
C 2.61 -0.03 3.60  -0.759
C 2.55 -0.54 2.35  -0.102
N 1.85 0.32 1.54  0.013
C 1.46 1.32 2.30  0.288
C 0.71 2.45 1.77  0.177
N 0.25 2.45 0.55  -0.036
C -0.33 3.69 0.37  -0.391
C -0.22 4.42 1.51  -0.775
N 0.45 3.62 2.40  -0.106
H 1.74 1.76 4.34  0.178
H 3.08 -0.39 4.50  0.418
H 2.98 -1.45 1.99  0.274
H -0.80 3.99 -0.55  0.467
H -0.54 5.42 1.76  0.419
H 0.69 3.87 3.34  0.182
Se -0.64 -1.62 0.69  -0.292
C -2.48 -1.17 0.88  0.495
C -3.40 -2.18 1.13  -0.578
C -4.74 -1.83 1.23  -0.346
N -5.20 -0.59 1.10  -0.569
C -4.31 0.37 0.87  -0.495
C -2.94 0.14 0.76  0.030
H -3.08 -3.21 1.24  0.363
H -5.48 -2.60 1.41  0.343
H -4.70 1.38 0.78  0.350
H -2.25 0.95 0.58  0.309

Record 3
C19H19AgN6O3S4 as an isolated structure. Source: the OMol25 dataset; level of theory: ωB97M-V/def2-TZVPD.

E_HOMO	-1.345	eV
orbital gap	5.5603	eV
charge	-2
LUMO energy	4.2	eV
2S+1	1

Last column: Mulliken charge in e.
Geometry (Å):
Ag 0.34 -0.22 -0.57  0.369
O -0.93 1.82 0.20  -0.489
N -0.54 2.37 1.26  -0.430
N 0.15 1.60 2.05  0.829
O 0.46 0.36 1.81  -0.526
C 0.67 2.21 3.22  0.070
C 0.26 3.48 3.63  -0.386
C 0.79 4.02 4.79  -0.375
C 1.72 3.31 5.55  -0.488
C 2.11 2.05 5.13  -0.408
C 1.59 1.49 3.97  -0.302
H -0.45 4.03 3.04  0.411
H 0.47 5.00 5.10  0.336
H 2.12 3.74 6.46  0.353
H 2.83 1.48 5.71  0.341
H 1.88 0.51 3.62  0.388
S -1.46 -0.48 -2.71  -0.503
C -0.16 -1.30 -3.47  0.700
S 1.30 -1.59 -2.61  -0.453
C -0.27 -1.72 -4.81  0.009
C 0.78 -2.37 -5.50  0.005
N 1.62 -2.88 -6.12  -0.666
C -1.46 -1.53 -5.57  0.071
N -2.41 -1.41 -6.21  -0.688
C 1.04 -2.94 2.69  -1.045
S 1.22 -2.64 0.92  0.939
O 1.88 -3.85 0.37  -0.754
C -0.53 -2.78 0.51  -0.114
C -1.50 -2.05 1.18  0.309
C -2.82 -2.18 0.78  -0.673
C -3.16 -3.02 -0.26  -0.378
C -2.18 -3.74 -0.92  -0.461
C -0.85 -3.62 -0.53  -0.496
H 0.41 -3.81 2.83  0.362
H 0.64 -2.05 3.16  0.263
H 2.05 -3.14 3.05  0.358
H -1.22 -1.33 1.95  0.091
H -3.58 -1.58 1.28  0.349
H -4.19 -3.08 -0.60  0.349
H -2.43 -4.36 -1.77  0.350
H -0.05 -4.14 -1.05  0.419
C -0.88 2.95 -3.21  -0.957
N 0.16 2.98 -2.21  -0.120
C 1.31 2.28 -2.34  0.237
N 1.54 1.69 -3.54  -0.474
S 2.41 2.18 -1.07  -0.378
H -1.67 3.64 -2.91  0.343
H -1.32 1.95 -3.33  0.208
H -0.49 3.30 -4.17  0.351
H -0.15 3.02 -1.24  0.271
H 0.72 1.35 -4.03  0.194
H 2.26 0.98 -3.49  0.291

Record 4
C19H19AuN3O2 as an isolated structure. Source: the OMol25 dataset; level of theory: ωB97M-V/def2-TZVPD.

E_HOMO (alpha / beta)	-10.466 / -10.322	eV
orbital gap (alpha / beta)	4.9167 / 4.5537	eV
charge	+1
LUMO energy (alpha / beta)	-5.5 / -5.8	eV
2S+1	1

Last column: Mulliken charge in e.
Geometry (Å):
Au 0.25 0.51 0.12  1.372
O 1.57 0.51 -1.53  -0.895
C 2.05 1.52 -2.15  0.641
C 2.94 1.25 -3.23  -0.561
C 3.53 2.25 -3.95  -0.423
C 3.25 3.59 -3.67  -0.703
C 2.39 3.90 -2.64  -0.658
C 1.80 2.90 -1.84  0.468
C 1.06 3.34 -0.71  0.147
N 0.50 2.63 0.19  -0.311
C -0.18 3.23 1.31  -0.550
C -0.10 2.26 2.50  -0.762
N -0.69 1.03 2.06  -0.143
C -1.59 0.40 2.70  -0.066
C -2.33 -0.71 2.18  0.560
C -3.01 -1.57 3.05  -0.652
C -3.71 -2.66 2.58  -0.657
C -3.78 -2.90 1.21  -0.507
C -3.15 -2.07 0.32  -0.355
C -2.40 -0.94 0.75  0.223
O -1.89 -0.16 -0.11  -0.830
H 3.13 0.21 -3.45  0.453
H 4.23 2.00 -4.74  0.388
H 3.71 4.37 -4.25  0.415
H 2.17 4.93 -2.42  0.341
H 1.01 4.43 -0.60  0.357
H -1.23 3.38 1.05  0.246
H 0.27 4.19 1.57  0.472
H -0.62 2.68 3.38  0.454
H 0.95 2.09 2.74  0.214
H -1.87 0.73 3.71  0.352
H -2.96 -1.38 4.11  0.375
H -4.22 -3.32 3.27  0.425
H -4.35 -3.74 0.84  0.427
H -3.24 -2.21 -0.74  0.517
C 1.33 -4.77 -0.84  -1.261
C 0.14 -4.07 -0.18  -0.258
C 0.40 -2.70 0.10  0.372
N 0.62 -1.60 0.36  -0.271
H 1.15 -5.85 -0.85  0.359
H 2.25 -4.59 -0.28  0.364
H 1.46 -4.43 -1.86  0.354
H -0.11 -4.57 0.77  0.312
H -0.73 -4.12 -0.84  0.252

Record 5
C19H19BaF2N as an isolated structure. Source: the OMol25 dataset; level of theory: ωB97M-V/def2-TZVPD.

E_HOMO (alpha / beta)	-4.251 / -4.256	eV
orbital gap (alpha / beta)	3.2783 / 3.2808	eV
charge	0
LUMO energy (alpha / beta)	-1.0 / -1.0	eV
2S+1	1

Last column: Mulliken charge in e.
Geometry (Å):
C 0.58 -0.85 -1.77  -0.083
C 0.01 2.23 -2.44  -0.292
C -0.63 -1.19 -2.56  -1.110
H 1.11 -1.81 -1.64  0.502
C -1.14 2.00 -1.79  -0.404
H 0.41 3.26 -2.41  0.352
H -0.75 -2.24 -2.81  0.386
H -1.54 2.81 -1.16  0.421
C -1.70 -0.27 -2.90  -1.050
H -2.60 -0.89 -3.03  0.412
H -1.53 0.23 -3.87  0.325
C 1.55 0.18 -2.37  -0.197
H 2.27 -0.36 -3.00  0.300
H 2.16 0.68 -1.59  0.057
C 0.87 1.28 -3.21  -1.035
H 0.34 0.82 -4.05  0.368
H 1.68 1.89 -3.65  0.411
C -2.02 0.80 -1.80  -0.287
H -3.06 1.14 -1.97  0.479
H -2.01 0.32 -0.80  -0.096
Ba 2.40 -0.13 1.27  1.632
H 0.71 -0.49 -0.34  -0.478
F 1.96 3.96 2.02  -0.338
C 1.15 2.84 2.20  0.651
C 0.45 2.38 1.07  -0.398
C -0.09 1.13 1.20  0.092
C -0.09 0.33 2.33  -1.140
C 0.64 0.89 3.42  0.275
F 1.26 -0.08 4.25  -0.319
C 1.25 2.14 3.39  -1.045
C -0.32 -1.14 2.30  1.415
C -1.06 -1.82 3.26  -0.483
C -1.17 -3.21 3.17  -0.421
C -0.56 -3.87 2.10  -0.586
C 0.17 -3.13 1.18  -0.487
N 0.38 -1.81 1.35  -0.007
H 0.36 2.98 0.17  0.183
H 1.83 2.51 4.23  0.417
H -1.52 -1.23 4.05  0.423
H -1.73 -3.76 3.93  0.391
H -0.64 -4.95 1.98  0.387
H 0.62 -3.58 0.29  0.374

Record 6
An isolated molecule of C19H19BrN2O4. Source: the OMol25 dataset; level of theory: ωB97M-V/def2-TZVPD.

E_HOMO	-8.531	eV
orbital gap	8.3833	eV
charge	0
SMILES	COc1ccccc1C(=O)N/C(=C\c1ccc(Br)cc1)C(=O)NCCO
LUMO energy	-0.1	eV
2S+1	1

Last column: Mulliken charge in e.
Geometry (Å):
C 1.38 -3.27 0.90  -1.172
H 1.50 -3.37 1.98  0.421
H 2.20 -3.78 0.39  0.412
H 0.43 -3.71 0.60  0.300
O 1.30 -1.91 0.51  -0.635
C 2.35 -1.07 0.75  0.950
C 3.52 -1.50 1.36  -0.507
C 4.58 -0.64 1.58  -0.562
C 4.49 0.69 1.20  -0.812
C 3.33 1.13 0.60  -0.643
C 2.24 0.28 0.36  0.047
C 1.07 0.95 -0.27  1.066
O 1.13 2.14 -0.58  -0.903
N -0.03 0.18 -0.44  -0.162
C -1.36 0.45 -0.81  0.256
C -2.35 -0.28 -0.25  -0.800
C -2.19 -1.25 0.82  0.500
C -1.35 -1.02 1.92  -0.164
C -1.19 -1.98 2.90  -0.496
C -1.87 -3.18 2.79  -0.015
C -2.73 -3.42 1.74  -0.534
C -2.90 -2.46 0.77  -0.659
H -3.57 -2.64 -0.06  0.470
H -3.27 -4.36 1.68  0.437
Br -1.60 -4.53 4.12  -0.172
H -0.55 -1.79 3.75  0.511
H -0.85 -0.08 2.02  0.459
H -3.34 -0.16 -0.67  0.571
C -1.78 1.37 -1.92  0.352
O -2.91 1.29 -2.38  -0.715
N -0.85 2.22 -2.39  -0.078
C -1.18 3.20 -3.39  -0.813
C -1.52 4.56 -2.76  -0.374
O -1.82 5.54 -3.73  -0.535
H -2.59 5.24 -4.23  0.319
H -0.66 4.95 -2.22  0.278
H -2.35 4.43 -2.06  0.297
H -2.04 2.83 -3.95  0.496
H -0.33 3.32 -4.07  0.266
H -0.01 2.38 -1.83  0.296
H 0.06 -0.75 -0.06  0.360
H 3.22 2.16 0.29  0.459
H 5.31 1.37 1.37  0.400
H 5.47 -1.01 2.06  0.399
H 3.62 -2.53 1.66  0.431

Record 7
C19H19BrN5ORu as an isolated structure. Source: the OMol25 dataset; level of theory: ωB97M-V/def2-TZVPD.

E_HOMO (alpha / beta)	-14.913 / -14.945	eV
orbital gap (alpha / beta)	8.3469 / 7.8165	eV
charge	+2
LUMO energy (alpha / beta)	-6.6 / -7.1	eV
2S+1	2

Last column: Mulliken charge in e.
Geometry (Å):
Ru -0.14 -0.43 0.52  0.403
O 2.34 2.01 5.65  -0.484
C 1.92 1.50 4.50  0.900
C 2.74 0.88 3.56  -0.779
C 2.18 0.40 2.40  -0.768
N 0.87 0.51 2.12  0.370
C 0.10 1.07 3.05  0.228
Br -1.74 1.03 2.63  0.013
C 0.55 1.59 4.24  -0.631
H 3.29 1.90 5.78  0.331
H 3.80 0.76 3.74  0.387
H 2.79 -0.11 1.67  0.631
H -0.13 2.03 4.96  0.490
C -1.30 3.42 -1.35  -0.964
C -2.10 3.02 -2.41  -0.538
C -2.36 1.67 -2.59  -0.872
C -1.80 0.75 -1.72  0.693
N -1.01 1.14 -0.71  0.495
C -0.77 2.44 -0.52  -0.367
C -2.01 -0.72 -1.82  0.718
C -2.84 -1.30 -2.76  -0.759
C -2.94 -2.68 -2.83  -0.597
C -2.20 -3.44 -1.94  -1.124
C -1.42 -2.80 -1.00  -0.265
N -1.33 -1.46 -0.93  0.403
H -1.07 4.46 -1.17  0.443
H -2.53 3.75 -3.08  0.465
H -2.99 1.35 -3.41  0.382
H -0.15 2.70 0.32  0.523
H -3.40 -0.69 -3.45  0.401
H -3.58 -3.15 -3.56  0.466
H -2.24 -4.52 -1.95  0.462
H -0.85 -3.36 -0.28  0.678
N 1.65 -1.45 -1.68  -0.290
C 2.65 -1.08 -2.48  -0.035
C 3.13 0.12 -2.01  -1.149
C 2.36 0.40 -0.88  -0.366
N 1.46 -0.57 -0.68  0.566
H 1.10 -2.30 -1.71  0.129
H 2.96 -1.69 -3.31  0.476
H 3.93 0.71 -2.42  0.442
H 2.41 1.25 -0.22  0.604
C -0.30 -2.06 1.76  -1.197
H -0.26 -1.73 2.80  0.410
H 0.49 -2.79 1.58  0.272
H -1.27 -2.53 1.59  0.406

Record 8
C19H19Cl2CrN4O7S as an isolated structure. Source: the OMol25 dataset; level of theory: ωB97M-V/def2-TZVPD.

E_HOMO (alpha / beta)	-3.945 / -5.528	eV
orbital gap (alpha / beta)	6.2530 / 7.6203	eV
charge	-1
LUMO energy (alpha / beta)	2.3 / 2.1	eV
2S+1	5

Last column: Mulliken charge in e.
Geometry (Å):
Cr -0.30 -0.17 1.47  0.489
O 0.27 3.56 2.92  -0.746
C 0.50 2.42 2.58  -0.061
O -0.35 1.69 1.90  -0.458
C 1.82 1.75 2.88  0.063
C 2.38 1.12 1.59  0.201
C 3.85 0.76 1.76  -1.089
C 3.77 -0.47 2.71  -0.970
C 2.27 -0.62 2.92  0.405
O 1.75 -0.20 1.61  -0.351
C 1.71 0.48 3.82  0.115
C 0.28 0.12 4.23  0.005
O -0.15 0.39 5.32  -0.722
O -0.38 -0.57 3.32  -0.409
H 2.49 2.50 3.29  0.559
H 2.12 1.64 0.67  0.614
H 4.41 1.59 2.17  0.397
H 4.28 0.49 0.79  0.331
H 4.29 -0.32 3.65  0.381
H 4.16 -1.37 2.23  0.388
H 1.94 -1.63 3.15  -0.114
H 2.28 0.62 4.73  0.565
N -0.95 -0.84 -7.05  -0.560
C -0.80 -0.38 -5.74  1.149
C -1.74 0.49 -5.19  -0.746
C -1.56 1.02 -3.93  -0.347
C -0.44 0.67 -3.19  -0.503
C 0.50 -0.21 -3.72  -0.379
C 0.31 -0.74 -4.99  -0.810
S -0.15 1.38 -1.61  1.383
O -0.87 2.61 -1.54  -0.718
O 1.28 1.36 -1.41  -0.793
N -0.73 0.29 -0.54  0.351
C -2.08 0.28 -0.28  0.171
N -3.06 0.56 -1.13  -0.343
C -4.29 0.49 -0.63  -0.239
C -4.58 0.14 0.68  -0.871
C -3.51 -0.16 1.49  -0.003
N -2.28 -0.11 1.01  0.202
H -1.87 -0.80 -7.44  0.215
H -0.43 -1.67 -7.29  0.217
H -2.62 0.76 -5.77  0.251
H -2.28 1.70 -3.50  0.436
H 1.37 -0.47 -3.14  0.484
H 1.05 -1.42 -5.40  0.263
H -5.09 0.72 -1.33  0.419
H -5.60 0.11 1.05  0.381
H -3.60 -0.43 2.54  0.535
Cl 2.00 -4.12 2.95  -0.602
C -0.16 -3.89 1.58  -0.812
Cl -0.30 -2.43 0.58  0.041
H -0.94 -3.95 2.32  0.278
H 0.01 -4.73 0.92  0.354

Record 9
C19H19Cl6O5OsP as an isolated structure. Source: the OMol25 dataset; level of theory: ωB97M-V/def2-TZVPD.

E_HOMO (alpha / beta)	-13.860 / -14.499	eV
orbital gap (alpha / beta)	6.6053 / 4.9279	eV
charge	+2
LUMO energy (alpha / beta)	-7.3 / -9.6	eV
2S+1	5

Last column: Mulliken charge in e.
Geometry (Å):
Os -1.46 -0.29 -0.58  1.244
Cl -3.23 1.32 -0.20  -0.187
C -2.62 1.80 -1.81  0.954
C -1.59 0.95 -2.17  -0.837
C -0.98 1.18 -3.39  0.786
Cl 0.32 0.19 -3.93  -0.193
C -1.43 2.24 -4.19  -0.163
Cl -0.69 2.53 -5.70  -0.124
C -2.48 3.07 -3.77  0.730
Cl -3.02 4.35 -4.75  -0.115
C -3.11 2.85 -2.53  -0.578
Cl -4.38 3.81 -1.93  -0.146
Cl 0.72 -7.22 -1.46  -0.071
C 0.49 -5.56 -1.38  0.260
C 1.37 -4.68 -2.06  -0.662
C 1.16 -3.34 -2.00  -0.487
C 0.06 -2.80 -1.26  0.584
O -0.09 -1.54 -1.26  -0.348
C -0.82 -3.70 -0.56  0.750
C -1.92 -3.24 0.28  -0.042
O -2.23 -2.06 0.46  -0.649
C -0.60 -5.05 -0.62  -0.912
H 2.19 -5.10 -2.62  0.466
H 1.81 -2.64 -2.51  0.518
H -2.51 -4.01 0.81  0.408
H -1.24 -5.74 -0.10  0.463
C -1.21 2.72 3.11  -0.954
C -0.86 1.31 3.49  -0.255
O 0.31 0.83 2.74  -0.250
P 0.25 0.38 1.24  0.156
O 0.57 1.57 0.26  -0.101
C 1.82 2.36 0.26  -0.143
C 1.47 3.82 0.25  -1.192
O 1.53 -0.55 1.12  -0.244
C 2.05 -1.36 2.22  -0.268
C 3.28 -0.72 2.81  -1.199
H -2.07 3.05 3.70  0.433
H -1.47 2.81 2.05  0.210
H -0.38 3.40 3.32  0.271
H -1.68 0.61 3.30  0.298
H -0.57 1.22 4.53  0.334
H 2.36 2.06 -0.63  0.315
H 2.40 2.08 1.14  0.240
H 0.80 4.06 -0.59  0.300
H 2.38 4.41 0.12  0.423
H 0.99 4.13 1.18  0.257
H 2.28 -2.33 1.77  0.366
H 1.27 -1.50 2.97  0.345
H 4.06 -0.61 2.06  0.326
H 3.67 -1.35 3.61  0.411
H 3.05 0.26 3.23  0.275

Record 10
A 4-piece molecular cluster, C19H19F3NO2PS overall. Source: the OMol25 dataset; level of theory: ωB97M-V/def2-TZVPD.

E_HOMO	-9.085	eV
orbital gap	9.5884	eV
charge	0
SMILES	O=C(O)N[PH2]=S.Fc1ccccc1.Fc1ccccc1.Fc1ccccc1
LUMO energy	0.5	eV
2S+1	1

Last column: Mulliken charge in e.
Geometry (Å):
O 2.02 0.66 1.22  -0.466
C 2.01 1.50 0.37  0.315
O 3.08 2.26 0.07  -0.473
N 0.88 1.75 -0.49  -0.223
P -0.35 2.70 0.16  0.497
S 0.22 3.74 1.70  -0.398
H 2.80 3.19 0.03  0.363
H 0.56 0.87 -0.89  0.340
H -1.45 1.88 0.43  0.074
H -0.71 3.54 -0.87  -0.080
F -1.09 -0.53 -0.42  -0.311
C -1.43 -1.32 0.64  0.409
C -2.57 -2.09 0.55  -0.647
C -2.90 -2.89 1.63  -0.401
C -2.11 -2.90 2.77  -0.677
C -0.97 -2.10 2.83  -0.542
C -0.62 -1.30 1.75  -0.058
H -3.17 -2.07 -0.35  0.432
H -3.78 -3.52 1.58  0.376
H -2.38 -3.53 3.61  0.457
H -0.36 -2.11 3.72  0.457
H 0.26 -0.67 1.78  0.541
F -2.52 4.59 -1.95  -0.291
C -2.07 5.10 -3.12  0.548
C -1.01 4.49 -3.75  -0.366
C -0.56 5.02 -4.95  -0.404
C -1.17 6.14 -5.49  -0.530
C -2.24 6.73 -4.84  -0.310
C -2.70 6.21 -3.64  -0.512
H -0.54 3.62 -3.31  0.395
H 0.28 4.56 -5.46  0.355
H -0.81 6.55 -6.43  0.370
H -2.72 7.60 -5.26  0.356
H -3.54 6.65 -3.11  0.418
F 1.37 -7.63 3.14  -0.317
C 2.01 -6.49 2.80  0.486
C 3.37 -6.53 2.59  -0.599
C 4.02 -5.35 2.24  -0.217
C 3.31 -4.17 2.10  -0.766
C 1.93 -4.16 2.32  0.209
C 1.27 -5.33 2.67  -0.635
H 3.91 -7.46 2.71  0.418
H 5.09 -5.36 2.08  0.363
H 3.82 -3.26 1.83  0.417
H 1.38 -3.24 2.21  0.171
H 0.20 -5.35 2.83  0.455